1.
Computed, not measured: a structure of composition C63H54As2Cl2CrN2O6P2S2, with ωB97M-V/def2-TZVPD.

CARTESIAN COORDINATES (ANGSTROEM)
Cr  -0.85733  0.29426  0.41648
C  3.02162  1.89818  4.73545
As  1.20273  1.49715  3.95035
C  1.82646  0.88676  2.21319
C  0.92075  -0.31923  4.64022
C  1.92407  -1.09144  5.20497
C  1.70071  -2.40749  5.57767
C  0.45160  -2.96229  5.37418
C  -0.55489  -2.19770  4.81102
C  -0.34867  -0.87416  4.45072
As  -1.74102  0.20639  3.57775
C  -3.28207  -0.94112  4.05991
C  -2.03103  1.39138  5.15459
H  3.79352  1.20024  4.41543
H  2.96286  1.90255  5.82758
H  3.31914  2.90071  4.41372
H  2.74378  0.30303  2.28712
H  1.98628  1.72135  1.53263
H  1.03921  0.24522  1.79054
H  2.91103  -0.66655  5.34418
H  2.50661  -3.00178  5.99802
H  0.25313  -3.99288  5.64435
H  -1.51787  -2.66065  4.63791
H  -3.31797  -1.83519  3.44307
H  -4.18743  -0.36916  3.86741
H  -3.25397  -1.23140  5.11253
H  -1.85134  0.85634  6.09053
H  -3.06383  1.73334  5.12521
H  -1.37052  2.25608  5.10015
O  -3.96556  1.61565  2.43478
C  -3.73913  1.36009  1.25565
O  -2.59957  1.40924  0.68291
C  -4.84747  1.02809  0.29847
C  -6.15378  1.44927  0.48953
C  -7.10739  1.18535  -0.47521
C  -6.75068  0.48584  -1.61952
C  -5.45961  0.01706  -1.78555
C  -4.49524  0.28141  -0.82471
P  -2.77562  -0.34442  -0.94743
C  -2.89872  -2.00596  -1.69865
C  -3.98770  -2.85159  -1.53063
C  -3.98898  -4.09961  -2.12510
C  -2.90103  -4.51792  -2.87246
C  -1.80421  -3.68739  -3.02729
C  -1.80510  -2.43816  -2.43875
C  -2.53710  0.54701  -2.61000
C  -2.05410  1.84991  -2.58524
C  -1.87032  2.57182  -3.75076
C  -2.18487  2.00633  -4.97514
C  -2.70392  0.72462  -5.01632
C  -2.87745  0.00448  -3.84799
H  -6.39818  1.99505  1.38964
H  -8.12291  1.53551  -0.34450
H  -7.48969  0.29288  -2.38471
H  -5.19768  -0.55075  -2.66604
H  -4.81896  -2.53246  -0.91747
H  -4.84585  -4.75086  -2.01488
H  -2.90002  -5.50302  -3.31888
H  -0.94854  -4.01434  -3.59790
H  -0.95297  -1.77412  -2.54226
H  -1.81184  2.28124  -1.62431
H  -1.47123  3.57646  -3.71474
H  -2.02883  2.56226  -5.89106
H  -2.97244  0.28213  -5.96839
H  -3.27191  -1.00018  -3.91423
Cl  1.82418  2.72898  -3.61725
C  3.11367  2.27644  -2.57617
C  4.12517  1.46149  -3.04107
C  5.19576  1.17825  -2.20908
C  5.23290  1.69155  -0.92589
C  4.20112  2.49211  -0.46661
Cl  4.28708  3.07215  1.16032
C  3.10633  2.81126  -1.27918
N  2.02289  3.57362  -0.88651
C  2.06943  4.76384  -0.20273
C  3.23262  5.53989  -0.22172
C  3.28741  6.75451  0.42977
C  2.17866  7.22100  1.11221
C  1.00924  6.47698  1.10291
C  0.92004  5.26158  0.44189
C  -0.39743  4.54295  0.37455
C  -0.36169  3.06642  0.83879
O  -0.45060  2.78451  2.02382
O  -0.23105  2.22224  -0.10549
H  4.07291  1.06072  -4.04196
H  6.00281  0.55502  -2.55848
H  6.04523  1.45127  -0.25730
H  1.11843  3.09768  -0.95360
H  4.10018  5.18558  -0.76105
H  4.20142  7.33442  0.40408
H  2.22181  8.16573  1.63628
H  0.13689  6.86278  1.61337
H  -0.75606  4.54874  -0.66027
H  -1.12182  5.05959  1.00441
S  1.34628  -3.68276  -1.91900
P  1.95932  -1.81472  -1.95332
S  1.06360  -0.20948  -1.07065
C  3.66083  -1.80780  -1.25655
C  4.85157  -1.86600  -1.96651
C  6.05145  -1.96814  -1.28224
C  6.07170  -1.99601  0.10045
C  4.88250  -1.94911  0.80921
C  3.68179  -1.86422  0.13419
C  2.08225  -1.33562  -3.72645
C  1.31378  -0.30472  -4.24663
C  1.37919  0.00346  -5.59415
C  2.19540  -0.73050  -6.43711
C  2.91913  -1.79895  -5.92987
C  2.85143  -2.11081  -4.58569
H  4.85445  -1.83114  -3.04591
H  6.97859  -2.02634  -1.83906
H  7.01368  -2.07004  0.62694
H  4.88715  -1.99107  1.88861
H  2.74961  -1.86607  0.68545
H  0.67722  0.26016  -3.58105
H  0.79111  0.82360  -5.98018
H  2.26496  -0.48300  -7.48901
H  3.53324  -2.40041  -6.58614
H  3.38069  -2.96882  -4.19456
O  1.02487  -2.20292  1.74162
C  -0.18085  -2.45090  1.60616
N  -1.08068  -1.52928  1.10338
C  -2.33463  -2.03734  1.15627
O  -3.33376  -1.31324  0.78574
C  -2.30589  -3.36545  1.67748
C  -3.29089  -4.29854  2.00256
C  -2.90573  -5.48384  2.58842
C  -1.55558  -5.76204  2.84905
C  -0.56697  -4.84655  2.53792
C  -0.93516  -3.64108  1.96672
H  -4.33184  -4.08158  1.80509
H  -3.65365  -6.21915  2.86335
H  -1.29869  -6.70838  3.30927
H  0.47404  -5.04539  2.75040

Results
* frontier orbital gap (alpha / beta): 4.286 / 6.960 eV
* relative energy (zero: lowest compared OMol25 entry of this formula, charge and spin): 33.1 kcal per mole
* multiplicity: 5
* E_HOMO (alpha / beta): -0.602 / -2.998 eV
* <S²>: 6.209
* total charge: -2

Results of the Löwdin charge analysis, in e, for atoms 1 through 99: Cr 0.520; C -0.336; As 1.208; C -0.329; C -0.416; C -0.122; C -0.106; C -0.102; C -0.122; C -0.415; As 1.230; C -0.268; C -0.304; H 0.001; H 0.004; H -0.005; H 0.038; H -0.017; H -0.034; H 0.077; H 0.090; H 0.095; H 0.088; H 0.002; H 0.019; H 0.026; H 0.019; H 0.009; H -0.021; O 0.006; C -0.606; O -0.199; C -0.113; C -0.020; C -0.098; C -0.092; C -0.074; C -0.209; P 1.084; C -0.316; C -0.084; C -0.092; C -0.096; C -0.118; C -0.122; C -0.270; C -0.078; C -0.100; C -0.118; C -0.097; C -0.099; H 0.112; H 0.090; H 0.092; H 0.098; H 0.109; H 0.092; H 0.091; H 0.066; H 0.064; H 0.081; H 0.094; H 0.091; H 0.095; H 0.098; Cl 0.784; C -0.584; C -0.100; C -0.096; C -0.104; C -0.559; Cl 0.776; C -0.312; N 0.078; C -0.224; C -0.084; C -0.115; C -0.123; C -0.052; C -0.147; C -0.028; C -0.641; O -0.064; O -0.235; H 0.106; H 0.096; H 0.100; H 0.096; H 0.101; H 0.093; H 0.085; H 0.106; H 0.125; H 0.121; S 0.261; P 0.153; S 0.464; C -0.365; C -0.117

---

2.
Computed, not measured: a structure of composition C29H44AsN4O3PtSi3, with ωB97M-V/def2-TZVPD.

CARTESIAN COORDINATES (ANGSTROEM)
Pt  -1.06645  -0.08536  0.00218
N  -5.24213  -0.33036  -0.81229
C  -5.46285  -0.72626  0.48981
C  -4.23441  -0.80130  1.06878
N  -3.28464  -0.45299  0.13846
C  -3.91235  -0.17102  -0.97403
C  -3.16825  0.21146  -2.15783
N  -1.86178  0.35584  -2.12714
C  -1.46334  0.67418  -3.40841
C  -2.55574  0.73031  -4.21247
N  -3.63063  0.43177  -3.40391
H  -5.96284  -0.15229  -1.49052
H  -6.44984  -0.92049  0.87780
H  -3.97715  -1.05887  2.08369
H  -0.42843  0.84217  -3.66814
H  -2.66138  0.94835  -5.26219
H  -4.58585  0.38586  -3.71247
O  0.76718  1.87358  -0.76969
C  0.53813  3.04092  0.06318
C  -0.79100  2.86588  0.87585
O  -1.02970  3.68214  1.74393
O  -1.60451  1.88851  0.54645
C  0.37723  4.28395  -0.82786
C  0.56489  4.22638  -2.20712
C  0.48134  5.37438  -2.99282
C  0.21822  6.59776  -2.40499
C  0.03750  6.66524  -1.02732
C  0.11699  5.52401  -0.24560
C  1.77163  3.20727  0.94716
C  3.00864  3.30911  0.30918
C  4.17363  3.48893  1.03506
C  4.11805  3.58960  2.42276
C  2.89186  3.50395  3.06294
C  1.72138  3.31124  2.33138
H  0.19807  1.98370  -1.53703
H  0.82162  3.29383  -2.69558
H  0.63780  5.30547  -4.06403
H  0.16235  7.49454  -3.01009
H  -0.16244  7.61881  -0.55202
H  -0.03676  5.58440  0.82449
H  3.05405  3.26089  -0.77377
H  5.12426  3.56396  0.51940
H  5.02449  3.74928  2.99593
H  2.83777  3.60108  4.14217
H  0.77145  3.25961  2.84522
C  1.51937  -0.44824  3.02089
Si  0.53419  -1.98757  2.73049
C  1.38605  -3.51876  3.33090
C  -1.16303  -1.77900  3.47301
As  0.18198  -2.10151  0.36883
Si  -1.10773  -4.03253  -0.13110
C  -0.24983  -5.55690  0.49461
C  -1.32545  -4.02838  -1.98101
C  -2.78402  -3.89392  0.66194
Si  2.24343  -2.24360  -0.81997
C  3.22143  -3.67743  -0.16553
C  3.13591  -0.65283  -0.56720
C  1.76469  -2.44754  -2.60749
H  1.57846  -0.22719  4.09268
H  1.03876  0.40339  2.52859
H  2.53948  -0.52181  2.63316
H  1.58949  -3.42646  4.40414
H  2.33950  -3.66977  2.81633
H  0.77111  -4.40999  3.17556
H  -1.08761  -1.41683  4.50372
H  -1.72650  -2.71626  3.48386
H  -1.72655  -1.03676  2.89893
H  0.83067  -5.51115  0.34966
H  -0.62329  -6.44553  -0.02655
H  -0.44073  -5.68804  1.56414
H  -0.48865  -4.50749  -2.49755
H  -1.40751  -2.99984  -2.34811
H  -2.24296  -4.56266  -2.25261
H  -2.74042  -3.41777  1.64533
H  -3.21480  -4.89390  0.78701
H  -3.46264  -3.30778  0.03433
H  3.60452  -3.45585  0.83511
H  4.07732  -3.87603  -0.82025
H  2.62609  -4.59117  -0.10786
H  3.26416  -0.41410  0.49309
H  2.57328  0.16782  -1.01523
H  4.13017  -0.69303  -1.02790
H  1.63781  -3.49811  -2.88331
H  2.53510  -2.01724  -3.25605
H  0.82268  -1.92767  -2.80709

Results
* frontier orbital gap (alpha / beta): 7.964 / 6.556 eV
* relative energy (zero: lowest compared OMol25 entry of this formula, charge and spin): 16.5 kcal per mole
* multiplicity: 3
* E_HOMO (alpha / beta): -10.570 / -10.586 eV
* <S²>: 2.006
* total charge: +1

In the Löwdin picture, each atom carries the following charge in e: Pt 0.984; N 0.136; C -0.037; C -0.095; N -0.010; C -0.266; C -0.260; N 0.013; C -0.091; C -0.042; N 0.134; H 0.166; H 0.129; H 0.113; H 0.119; H 0.128; H 0.166; O -0.086; C -0.298; C -0.553; O 0.069; O -0.210; C -0.133; C -0.037; C -0.079; C -0.084; C -0.058; C -0.006; C -0.140; C -0.025; C -0.072; C -0.084; C -0.070; C -0.025; H 0.037; H 0.101; H 0.104; H 0.105; H 0.109; H 0.121; H 0.121; H 0.105; H 0.104; H 0.106; H 0.107; C -0.208; Si 0.284; C -0.196; C -0.214; As 0.712; Si 0.286; C -0.202; C -0.216; C -0.205; Si 0.290; C -0.201; C -0.204; C -0.210; H 0.051; H 0.016; H 0.030; H 0.047; H 0.022; H 0.023; H 0.047; H 0.026; H 0.001; H 0.007; H 0.046; H 0.031; H 0.029; H 0.012; H 0.042; H 0.006; H 0.049; H 0.021; H 0.029; H 0.047; H 0.010; H 0.024; H 0.017; H 0.051; H 0.031; H 0.043; H 0.010

---

Calculated values (eV/A) of max |F| for the records, taken in order: 1.68 1.46.
Calculated values (Eh) of electronic energy for the records, taken in order: -10909.82260 -4799.69246.